C18H24ClNO5S | ωB97M-V/def2-TZVPD

Results
Total charge ... 0
LUMO level ... 0.17 eV
Structure (SMILES) ... CCOC(=O)[C@H](CSCC(=O)c1ccc(Cl)cc1)NC(=O)OC(C)(C)C
Relative energy (zero: lowest compared OMol25 entry of this formula, charge and spin) ... 0.000 eV
F_max ... 0.7 eV/Å

Positions of all 50 atoms, in Å:
C1 1.9409 3.3212 2.6836
C2 2.3153 3.9755 1.3630
O1 1.7161 3.2751 0.2646
C3 2.3540 2.2019 -0.1778
O2 3.4325 1.8312 0.2012
C4 1.5872 1.4720 -1.2988
C5 0.0765 1.6107 -1.1362
S1 -0.8469 1.2299 -2.6523
C6 -0.6322 -0.5724 -2.8183
C7 -0.9236 -1.3677 -1.5642
O3 -0.2151 -2.3003 -1.2622
C8 -2.0839 -0.9564 -0.7443
C9 -3.2219 -0.3627 -1.2884
C10 -4.2736 0.0020 -0.4708
C11 -4.1857 -0.2139 0.8974
Cl1 -5.4959 0.2560 1.9161
C12 -3.0612 -0.8050 1.4554
C13 -2.0205 -1.1820 0.6312
N1 1.9995 0.0838 -1.2989
C14 1.9848 -0.5968 -0.1029
O4 1.3216 -0.2471 0.8449
O5 2.7595 -1.6696 -0.1973
C15 2.9136 -2.5792 0.9218
C16 1.5604 -3.1217 1.3766
C17 3.6336 -1.8587 2.0612
C18 3.7781 -3.7062 0.3569
H1 0.8612 3.3195 2.8100
H2 2.2939 2.2930 2.6969
H3 2.3978 3.8653 3.5051
H4 1.9270 4.9934 1.2951
H5 3.4018 3.9772 1.2298
H6 1.8918 1.9237 -2.2499
H7 -0.1776 2.6465 -0.9185
H8 -0.2772 0.9712 -0.3295
H9 -1.3321 -0.8634 -3.6040
H10 0.3830 -0.7912 -3.1501
H11 -3.3001 -0.1967 -2.3510
H12 -5.1585 0.4554 -0.8886
H13 -3.0060 -0.9672 2.5201
H14 -1.1297 -1.6320 1.0410
H15 2.7536 -0.1803 -1.9147
H16 1.0151 -2.3587 1.9252
H17 1.7101 -3.9828 2.0224
H18 0.9748 -3.4184 0.5097
H19 3.8014 -2.5471 2.8850
H20 3.0309 -1.0256 2.4132
H21 4.5906 -1.4732 1.7167
H22 4.0056 -4.4275 1.1361
H23 3.2492 -4.2060 -0.4500
H24 4.7074 -3.3010 -0.0346